1.
7 unconnected molecules or ions with the total composition C46H65Cl2FIN2O28S6 at a distorted geometry, computed with ωB97M-V/def2-TZVPD.

Output
DFT total energy: -209915.2927 eV
multiplicity: 1
charge: +1
orbital gap: 7.7 eV

CARTESIAN COORDINATES (ANGSTROEM)
1 C -4.12612 0.71753 1.30034
2 C -4.12525 -0.46950 1.56432
3 C -4.06680 -2.00022 1.97642
4 I -6.12454 -2.42184 2.62411
5 O -3.88964 -2.69912 0.75512
6 C -2.66216 -3.41521 0.54983
7 C -2.87360 -4.28504 -0.79136
8 C -1.86477 -5.47631 -0.96088
9 O -0.70738 -5.54581 -0.57088
10 C -2.39885 -6.72249 -1.79410
11 C -1.95746 -8.06633 -1.25756
12 C -2.32017 -9.35803 -1.91776
13 C -3.16098 -9.24167 -3.17396
14 C -3.60962 -7.90345 -3.70822
15 C -3.23476 -6.60740 -3.02439
16 C -1.41875 -2.48745 0.08838
17 C -1.83317 -1.17321 -0.67200
18 C -0.88874 0.00651 -0.50263
19 C -1.15350 1.29712 -1.21285
20 C -2.36425 1.49244 -2.07065
21 C -3.30961 0.34949 -2.25310
22 C -2.99635 -0.94841 -1.56307
23 C -2.40604 -4.27048 1.84144
24 C -3.44358 -5.34993 2.31494
25 Cl -2.43101 -6.64991 3.19169
26 C -4.33494 -6.16837 1.29112
27 C -5.70764 -5.52774 0.84586
28 Cl -4.85901 -7.71942 2.18686
29 N -2.10708 -3.39858 3.05722
30 O -0.73838 -3.19012 3.18597
31 C -0.21186 -4.12501 4.08120
32 N 0.00555 -5.02225 4.77839
33 C -2.94520 -2.10166 3.12832
34 C -3.48059 -2.12546 4.61800
35 C -4.30418 -0.96498 5.24243
36 F -4.64371 0.15953 4.46040
37 O -2.03463 -1.06959 2.80678
38 C -1.51247 -0.28087 3.87738
39 C -0.27304 0.55400 3.29140
40 C 0.18717 1.49532 4.52177
41 C 0.97007 -0.36715 2.92973
42 C 2.37818 0.36520 2.96384
43 C 3.47407 -0.64734 2.35480
44 C 2.46421 1.68523 2.08493
45 H -4.08033 1.75329 0.88387
46 H -2.71125 -3.60685 -1.69585
47 H -3.92195 -4.68074 -0.89894
48 H -1.30121 -8.11987 -0.33627
49 H -1.95916 -10.34987 -1.51561
50 H -3.41037 -10.20855 -3.69465
51 H -4.20916 -7.93603 -4.65958
52 H -3.56012 -5.60590 -3.42743
53 H -0.74023 -3.04409 -0.64147
54 H -0.74042 -2.17720 0.93014
55 H 0.04310 -0.05023 0.11947
56 H -0.43522 2.15390 -1.11156
57 H -2.57453 2.47021 -2.61488
58 H -4.24802 0.39847 -2.88144
59 H -3.72482 -1.80026 -1.72238
60 H -1.41477 -4.81559 1.67549
61 H -4.14119 -4.89741 3.09950
62 H -3.83122 -6.56888 0.36737
63 H -5.61497 -4.50562 0.36466
64 H -6.42433 -5.41118 1.72240
65 H -6.23280 -6.21226 0.10969
66 H -2.33773 -4.00406 3.87693
67 H -4.09103 -3.08940 4.72203
68 H -2.56676 -2.32113 5.28023
69 H -3.75267 -0.57795 6.16300
70 H -5.28099 -1.38458 5.65826
71 H -2.19769 0.48399 4.34143
72 H -1.06049 -0.89256 4.73234
73 H -0.61459 1.23644 2.45508
74 H -0.70234 1.80197 5.16767
75 H 0.68777 2.44123 4.18047
76 H 0.83735 0.85679 5.20172
77 H 1.00789 -1.23531 3.67634
78 H 0.84874 -0.85070 1.91109
79 H 2.68748 0.50805 4.04573
80 H 4.47303 -0.10669 2.31290
81 H 3.21462 -0.93332 1.28902
82 H 3.63747 -1.54770 3.02814
83 H 3.56491 1.81384 1.81194
84 H 2.20420 2.63142 2.66442
85 H 1.91474 1.62385 1.09576
86 C 7.61165 4.37835 0.39359
87 C 6.70948 5.48088 0.91635
88 O 5.41198 4.88369 1.00115
89 S 5.57378 3.31510 1.35846
90 O 5.39417 3.15398 2.76443
91 O 4.84466 2.55852 0.39490
92 O 7.14777 3.18023 1.03209
93 H 7.49993 4.25464 -0.67793
94 H 8.65762 4.55562 0.63122
95 H 6.69211 6.35017 0.26085
96 H 7.00490 5.79141 1.92245
97 C -2.31423 -0.49198 10.51083
98 C -2.14778 -1.96469 10.18421
99 O -2.07433 -2.01724 8.75586
100 S -1.36543 -0.66848 8.21415
101 O 0.01053 -0.94615 7.98024
102 O -2.21198 -0.08488 7.22178
103 O -1.48457 0.19664 9.57056
104 H -3.34630 -0.16655 10.35672
105 H -2.00995 -0.25832 11.53024
106 H -2.97678 -2.56840 10.55012
107 H -1.20924 -2.35586 10.58552
108 C -3.88859 2.88827 -6.71426
109 C -5.10081 2.68943 -5.82235
110 O -4.75016 3.30706 -4.58186
111 S -3.77645 4.56740 -4.87477
112 O -4.56829 5.74968 -4.88315
113 O -2.60539 4.42521 -4.07502
114 O -3.40527 4.19720 -6.40418
115 H -3.10043 2.16876 -6.47686
116 H -4.13826 2.81518 -7.77214
117 H -5.34039 1.63736 -5.67454
118 H -5.97600 3.20829 -6.22278
119 C 8.36795 8.21777 -2.77076
120 C 9.50749 7.61980 -3.57277
121 O 10.21756 6.79223 -2.64514
122 S 9.17365 6.18212 -1.57448
123 O 8.81977 4.86952 -1.99940
124 O 9.65504 6.47098 -0.26400
125 O 7.93458 7.16636 -1.89673
126 H 8.71366 9.05203 -2.15458
127 H 7.54353 8.55443 -3.40635
128 H 10.16477 8.38019 -3.99155
129 H 9.13299 6.98048 -4.37713
130 C 0.68533 -5.59134 -6.04906
131 C -0.38266 -5.62555 -4.97155
132 O -1.20068 -4.48143 -5.22390
133 S -1.23576 -4.19870 -6.81793
134 O -2.42476 -4.77750 -7.34853
135 O -0.87523 -2.84033 -7.04059
136 O 0.01231 -5.14252 -7.22818
137 H 1.46873 -4.86832 -5.80709
138 H 1.13530 -6.56943 -6.21548
139 H 0.03865 -5.58336 -3.96768
140 H -1.00994 -6.51653 -5.06476
141 C 5.61209 10.31864 -7.17026
142 C 4.37153 10.93584 -6.55089
143 O 4.57667 10.83453 -5.13958
144 S 6.15627 10.95976 -4.82437
145 O 6.43586 12.30305 -4.45132
146 O 6.54598 9.84051 -4.02474
147 O 6.69416 10.73013 -6.33091
148 H 5.56219 9.22680 -7.15133
149 H 5.77410 10.65548 -8.19346
150 H 3.45898 10.41999 -6.84547
151 H 4.28746 11.99585 -6.80504

---

2.
A molecular structure, C46H65N8O4SSiSn at a distorted geometry, computed with ωB97M-V/def2-TZVPD.

Output
DFT total energy: -93389.1744 eV
multiplicity: 1
charge: +3
orbital gap: 1.8 eV

CARTESIAN COORDINATES (ANGSTROEM)
1 Sn 0.28706 0.57959 0.01769
2 C -1.76803 -4.20827 -3.01052
3 C -0.82320 -3.28184 -2.19977
4 N -1.17477 -3.31260 -0.78388
5 C -0.96250 -4.64626 -0.23501
6 C -1.73880 -5.69460 -1.07108
7 N -2.61696 -4.94500 -2.02311
8 C -3.49297 -3.98207 -1.28121
9 C -2.57057 -2.92402 -0.62268
10 H -1.21288 -4.92975 -3.60808
11 H -2.42331 -3.64624 -3.67568
12 H -0.90979 -2.25350 -2.54411
13 H 0.22030 -3.57943 -2.30805
14 H -1.29847 -4.64934 0.80369
15 H 0.10427 -4.86282 -0.24557
16 H -2.35468 -6.33790 -0.44504
17 H -1.06221 -6.31846 -1.65313
18 H -3.20765 -5.61482 -2.51665
19 H -4.06421 -4.53845 -0.53949
20 H -4.18681 -3.52234 -1.98361
21 H -2.79440 -2.82013 0.43976
22 H -2.69582 -1.94570 -1.08636
23 C 2.40749 0.60894 5.00424
24 C 3.04603 1.74958 4.20525
25 C 1.98540 1.99254 3.14815
26 O 1.52026 0.68119 2.77354
27 C 1.63137 -0.16775 3.93221
28 H 1.72445 1.00639 5.75401
29 H 3.13670 -0.02490 5.50439
30 H 3.97596 1.41030 3.74571
31 H 3.24752 2.63348 4.80492
32 H 2.34702 2.49356 2.25038
33 H 1.15006 2.56408 3.56468
34 H 2.16317 -1.07291 3.63087
35 H 0.63219 -0.45330 4.27819
36 C 4.07643 -2.26546 1.99705
37 Si 2.78849 -2.45999 0.62957
38 C 2.93203 -4.21192 -0.09021
39 C 3.10206 -1.22063 -0.75978
40 N 1.14928 -2.03826 1.15440
41 C 0.45251 -2.58089 2.10922
42 C -0.80131 -1.97348 2.49505
43 C -1.55674 -2.49881 3.50339
44 C -1.12378 -3.65182 4.17867
45 C 0.08173 -4.28397 3.82617
46 C 0.85610 -3.76962 2.82680
47 H 5.05963 -2.54416 1.61694
48 H 3.86411 -2.89959 2.85995
49 H 4.12725 -1.23192 2.34109
50 H 3.97590 -4.39931 -0.34260
51 H 2.34778 -4.32968 -1.00338
52 H 2.62744 -4.98486 0.61732
53 H 4.03629 -1.43602 -1.27707
54 H 3.17643 -0.20437 -0.35735
55 H 2.29718 -1.22928 -1.50297
56 H -1.10800 -1.06939 1.98692
57 H -2.47703 -2.01355 3.80036
58 H -1.72199 -4.05384 4.98702
59 H 0.40083 -5.16948 4.35926
60 H 1.78726 -4.25173 2.55872
61 C -0.93053 -1.19143 -6.54467
62 N -0.60742 -0.33345 -5.41555
63 N -1.40856 -0.27062 -4.28204
64 C -0.61243 0.09295 -3.21466
65 O -1.02527 0.16829 -2.02368
66 C 0.69197 0.29123 -3.73116
67 C 0.65708 0.00146 -5.07138
68 C 1.75365 0.02098 -6.06998
69 C -2.82013 -0.09664 -4.40807
70 C -3.35233 0.44242 -5.57701
71 C -4.72587 0.52013 -5.73806
72 C -5.57579 0.11855 -4.71811
73 C -5.03832 -0.31394 -3.51616
74 C -3.66588 -0.43536 -3.35985
75 H -1.99664 -1.38107 -6.58472
76 H -0.41031 -2.14941 -6.46178
77 H -0.63081 -0.70537 -7.47048
78 H 1.52497 0.63342 -3.13634
79 H 2.64077 0.46432 -5.62594
80 H 1.46758 0.60062 -6.94790
81 H 1.99096 -0.98910 -6.40993
82 H -2.69830 0.82782 -6.34621
83 H -5.13261 0.90053 -6.66462
84 H -6.64735 0.16768 -4.84966
85 H -5.69085 -0.56082 -2.68947
86 H -3.24872 -0.72954 -2.40812
87 N -1.20449 4.04874 -2.61237
88 C -2.24979 4.16280 -1.77321
89 N -2.80918 5.36786 -1.63876
90 S -2.86449 2.82197 -0.96641
91 H -0.84227 4.85025 -3.10231
92 H -0.68324 3.19147 -2.63344
93 H -2.50085 6.16696 -2.16755
94 H -3.59288 5.48590 -1.02233
95 C 5.53660 0.95926 -1.93675
96 C 4.53847 1.88474 -2.57951
97 C 4.21791 1.69810 -3.91926
98 C 3.38477 2.58893 -4.58190
99 C 2.84776 3.65380 -3.89173
100 C 3.11575 3.83267 -2.52722
101 N 2.56320 4.98188 -1.94918
102 C 2.22275 5.34687 -0.64523
103 C 2.55375 6.65907 -0.27450
104 C 2.22520 7.17165 0.96231
105 C 1.48752 6.40183 1.85677
106 C 1.10558 5.13075 1.48885
107 C 1.46337 4.57030 0.25544
108 C 0.91630 3.22481 -0.03590
109 O 1.38396 2.49170 -0.95636
110 O -0.04781 2.79698 0.66441
111 C 3.99837 2.96237 -1.86526
112 C 4.45071 3.21434 -0.45498
113 H 5.66501 0.05955 -2.53710
114 H 5.23801 0.67196 -0.92834
115 H 6.51088 1.44777 -1.86465
116 H 4.66581 0.87422 -4.46305
117 H 3.17539 2.46138 -5.63614
118 H 2.20987 4.36708 -4.40089
119 H 2.52996 5.76034 -2.58772
120 H 3.11142 7.26159 -0.98052
121 H 2.53852 8.17169 1.22873
122 H 1.19631 6.80404 2.81666
123 H 0.48842 4.53907 2.14945
124 H 4.29912 4.24614 -0.15216
125 H 5.50962 2.98382 -0.35163
126 H 3.90016 2.57771 0.24751

---

3.
10 unconnected molecules or ions with the total composition C46H66FN11O4S3 at a distorted geometry, computed with ωB97M-V/def2-TZVPD.

Output
DFT total energy: -108550.0549 eV
multiplicity: 1
charge: 0
SMILES: [H]/N=C/Cc1c(C)c2c(c(S(C)(=O)=O)c1CCF)C(=O)C=C(CCCCN(CCCC)C(=S)SCCC)C2=O.CC#N.CC#N.CC#N.CC#N.CC#N.CC#N.CC#N.CC#N.CC#N
orbital gap: 6.5 eV

CARTESIAN COORDINATES (ANGSTROEM)
1 H -0.08646 -4.93850 -2.05370
2 N -0.69934 -4.44696 -1.34441
3 C -1.13984 -5.38022 -0.43012
4 C -2.09976 -4.92854 0.86280
5 C -2.16958 -3.27350 0.92324
6 C -1.05642 -2.44333 1.83566
7 C 0.07716 -3.27856 2.67965
8 C -1.15675 -0.79821 1.80547
9 C -2.30754 0.05003 0.93671
10 C -3.43203 -0.77082 0.06384
11 S -4.78185 0.11406 -0.88638
12 C -4.15511 0.27471 -2.67146
13 O -6.12120 -0.71361 -1.00230
14 O -5.21296 1.48563 -0.26635
15 C -3.32061 -2.43972 0.05850
16 C -4.36090 -3.40467 -0.82223
17 C -5.54429 -3.84820 0.26853
18 F -5.29088 -3.16906 1.59434
19 C -2.19353 1.69719 1.04866
20 O -2.38973 2.56096 0.04996
21 C -1.73780 2.26792 2.55331
22 C -0.69878 1.49581 3.34690
23 C -0.26579 2.06696 4.82779
24 C 0.55913 3.48358 4.79640
25 C 2.01517 3.17509 4.04415
26 C 1.89633 3.60752 2.44102
27 N 2.46143 2.57052 1.49354
28 C 3.95579 2.38770 1.64570
29 C 4.36324 0.76692 1.59253
30 C 5.59817 0.55964 0.53232
31 C 6.35039 -0.90525 0.74581
32 C 2.19502 2.94061 0.03223
33 S 2.75174 1.96132 -1.27872
34 S 1.23065 4.50140 -0.49190
35 C 0.44707 3.97402 -2.13773
36 C -0.62169 5.08681 -2.70076
37 C -1.85920 5.42940 -1.67288
38 C -0.06590 0.07978 2.72054
39 O 1.20762 -0.27040 2.91364
40 H -0.79903 -6.51233 -0.54579
41 H -1.66105 -5.42304 1.82807
42 H -3.15306 -5.43175 0.67241
43 H 0.48627 -2.67489 3.62325
44 H -0.30094 -4.31022 3.11675
45 H 0.98372 -3.45722 1.92712
46 H -3.02543 -0.07489 -2.73130
47 H -4.35115 1.33161 -3.14005
48 H -4.75588 -0.51535 -3.33471
49 H -4.78694 -2.82664 -1.75140
50 H -3.80856 -4.36294 -1.26844
51 H -5.49154 -5.01498 0.51736
52 H -6.61502 -3.49927 -0.05990
53 H -2.19194 3.28174 2.99002
54 H 0.34944 1.27046 5.46454
55 H -1.26153 2.24899 5.45816
56 H 0.74012 3.81518 5.92435
57 H -0.04017 4.30224 4.20636
58 H 2.16263 1.99342 4.12792
59 H 2.86688 3.77170 4.59574
60 H 2.40338 4.65440 2.27704
61 H 0.72469 3.72163 2.24532
62 H 4.55235 2.92013 0.76836
63 H 4.40259 2.79655 2.64889
64 H 4.67931 0.43761 2.67398
65 H 3.43102 0.16944 1.17353
66 H 5.18140 0.55725 -0.58417
67 H 6.44580 1.37658 0.67548
68 H 6.06185 -1.38855 1.79816
69 H 7.52712 -0.83048 0.66457
70 H 5.99584 -1.67340 -0.07983
71 H -0.03318 2.89934 -2.07677
72 H 1.33270 3.90199 -2.93506
73 H -0.06407 6.10070 -2.99221
74 H -1.07265 4.64678 -3.69916
75 H -1.47002 5.70668 -0.59692
76 H -2.44690 6.37236 -2.06535
77 H -2.61884 4.53434 -1.68238
78 C -4.68685 2.58468 -5.95806
79 C -3.85728 1.50040 -6.50976
80 N -3.20184 0.64372 -6.94559
81 H -4.07712 3.43200 -5.62680
82 H -5.39718 2.96730 -6.69854
83 H -5.26985 2.24850 -5.09414
84 C 1.44909 5.95146 -6.36364
85 C 0.94829 6.90285 -5.35752
86 N 0.55261 7.65447 -4.56257
87 H 0.63254 5.39516 -6.83611
88 H 1.99885 6.45987 -7.16274
89 H 2.12849 5.21520 -5.92138
90 C 0.16344 0.11340 -6.16442
91 C 0.83961 1.37297 -6.51728
92 N 1.37378 2.36815 -6.79607
93 H -0.05420 -0.49114 -7.05134
94 H 0.77608 -0.50123 -5.49646
95 H -0.78882 0.29438 -5.65481
96 C 7.99621 0.21793 4.78239
97 C 6.74114 0.92719 4.48248
98 N 5.74954 1.48760 4.24557
99 H 7.85367 -0.54917 5.55096
100 H 8.39935 -0.28326 3.89608
101 H 8.76997 0.90153 5.14743
102 C -1.79009 7.36706 3.79882
103 C -1.56090 6.70856 5.09577
104 N -1.37981 6.18825 6.12042
105 H -2.79022 7.15263 3.40739
106 H -1.69967 8.45568 3.87631
107 H -1.06943 7.03556 3.04381
108 C 4.50477 -0.54683 -7.47385
109 C 3.83402 -1.30281 -6.40296
110 N 3.30403 -1.90011 -5.55692
111 H 4.10158 0.46720 -7.56678
112 H 5.58003 -0.45168 -7.28939
113 H 4.38545 -1.03278 -8.44796
114 C 0.84161 -9.38440 -0.23838
115 C -0.55210 -8.91023 -0.20757
116 N -1.65323 -8.53558 -0.18328
117 H 1.54324 -8.59769 0.05870
118 H 0.99654 -10.22931 0.44088
119 H 1.13381 -9.71688 -1.24006
120 C -7.42627 -6.33419 2.40119
121 C -7.39201 -7.62898 1.70079
122 N -7.36495 -8.65199 1.14747
123 H -6.43610 -6.04841 2.77179
124 H -7.77092 -5.52822 1.74477
125 H -8.09987 -6.35878 3.26429
126 C 2.78866 -4.98145 5.37360
127 C 1.90799 -5.73664 4.46679
128 N 1.21224 -6.33335 3.75033
129 H 3.42486 -4.27762 4.82649
130 H 2.21515 -4.39948 6.10276
131 H 3.45189 -5.64471 5.93884